The molecule C4H6O2 in a non-equilibrium geometry, computed with wB97M-V/def2-TZVPD.

Structure (XYZ):
```
12
Properties=species:S:1:pos:R:3:forces:R:3
C -1.5006 0.4377 0.0535 -0.3 0.0 0.5
O -0.5953 0.9278 -0.9556 0.0 -0.1 0.0
C 0.2654 -0.2215 -0.8035 0.6 -0.2 -0.3
C 1.4549 0.0488 0.0861 0.4 0.3 -0.4
O 0.7472 -0.0584 1.3210 -0.8 1.1 -1.0
C -0.5404 -0.6688 0.3963 1.9 0.9 2.0
H -2.4616 0.1329 -0.3879 0.2 -0.1 0.1
H -1.6800 1.1455 0.8637 0.0 0.1 0.0
H 0.3942 -0.7739 -1.7365 -0.1 0.0 0.1
H 2.2448 -0.7076 -0.0268 -0.1 0.1 0.1
H 1.8674 1.0504 -0.0160 0.2 0.1 -0.2
H -0.1962 -1.3129 1.2056 -2.2 -2.1 -0.8
```
Positions in Å, forces in eV/Å.

* total charge: 0
* calculated total energy: -306.3287 a.u.
* highest occupied orbital energy: -9.61 eV
* structure (SMILES): C1O[C@H]2CO[C@@H]12
* relative energy (zero: lowest compared OMol25 entry of this formula, charge and spin): 111.4 kcal/mol

---

The molecule C5H13N2P in a non-equilibrium geometry, computed with wB97M-V/def2-TZVPD.

Structure (XYZ):
```
21
Properties=species:S:1:pos:R:3:forces:R:3
C 2.5031 -0.8553 1.5010 0.5 -3.3 1.7
N 1.6874 -0.7663 0.5807 -1.0 1.1 -2.0
P 0.1651 -0.1250 0.2125 -1.0 -0.5 2.5
C -0.7085 -1.7829 -0.0516 0.2 -0.6 2.1
C -0.7854 0.3122 1.8055 -0.4 1.2 -1.0
C 0.6102 1.6262 -0.3640 -2.9 0.2 0.2
N -0.1258 0.5594 -1.1778 0.1 2.2 -2.0
C -0.5028 0.7607 -2.6227 -1.4 -0.5 2.2
H 2.3100 -0.8570 2.6009 -0.2 1.2 -0.4
H 3.3269 -1.5700 1.2891 0.5 1.0 0.0
H -0.5513 -2.0856 -1.0857 0.0 -0.4 0.2
H -0.3473 -2.5503 0.7467 -0.3 1.0 -1.7
H -1.8023 -1.7074 0.1860 0.9 0.2 -0.6
H -0.3116 -0.1758 2.6784 -0.2 0.5 -0.4
H -0.8724 1.4629 1.8843 0.4 -2.0 0.2
H -1.8117 -0.0858 1.6712 0.6 0.2 0.3
H 1.4841 2.0186 -0.8078 1.3 0.0 -0.5
H -0.1070 2.5162 -0.1228 1.2 -1.5 -0.2
H 0.4097 0.7309 -3.1561 0.8 0.3 -0.9
H -1.1856 -0.0325 -2.9872 0.4 0.3 0.3
H -1.0518 1.7307 -2.6913 0.7 -0.6 -0.1
```
Positions in Å, forces in eV/Å.

* total charge: 0
* calculated total energy: -649.0348 a.u.
* highest occupied orbital energy: -8.19 eV
* structure (SMILES): C=NP1(C)(C)CN1C
* relative energy (zero: lowest compared OMol25 entry of this formula, charge and spin): 61.2 kcal/mol

---

The molecule C10H15NS in a non-equilibrium geometry, computed with wB97M-V/def2-TZVPD.

Structure (XYZ):
```
27
Properties=species:S:1:pos:R:3:forces:R:3
C 1.7265 -1.1333 1.3300 -0.2 -0.4 -0.4
C 0.8698 -0.1434 1.2335 -0.4 0.4 0.0
C 0.9355 0.9650 0.4606 1.0 -0.5 1.4
C -1.7467 -1.1092 -0.5454 -0.3 0.0 0.3
C -4.2860 -0.1856 -0.5170 0.3 -0.1 0.7
C 2.6545 -1.3049 0.1422 0.0 0.0 0.0
C 2.3979 1.2926 0.2314 0.1 0.1 -0.1
C 2.9501 0.0615 -0.5298 0.0 0.0 -0.1
C -1.2326 1.7649 0.0513 0.4 0.1 -0.1
C -1.9608 1.1590 1.1408 -0.6 -1.0 0.3
N 0.0232 1.6717 -0.2112 -1.0 0.5 -1.2
S -3.0486 -0.4626 0.5499 0.4 0.7 -1.0
H 1.8267 -1.7957 2.1732 0.1 0.1 0.3
H -2.0557 -2.0965 -0.8741 -0.1 0.0 0.0
H -0.8232 -1.1671 0.0213 0.1 0.0 0.0
H -5.2374 0.0097 -0.0552 -0.2 -0.1 0.1
H -4.0940 0.2776 -1.4675 0.2 0.1 -0.3
H 3.5772 -1.7511 0.5194 0.0 -0.1 -0.1
H 2.2357 -1.9922 -0.5971 0.1 0.0 0.1
H 2.4993 2.1880 -0.3810 0.0 0.0 0.0
H 2.9339 1.4298 1.1712 -0.1 0.0 -0.1
H 4.0299 0.1768 -0.6409 0.0 0.0 -0.1
H 2.5100 0.0743 -1.5295 0.1 0.0 0.0
H -1.6259 -0.4502 -1.4039 -0.1 0.0 0.1
H -1.7977 2.3763 -0.6482 -0.1 0.0 0.0
H -1.3235 0.7244 1.9076 0.1 0.1 0.1
H -2.7548 1.7755 1.5511 0.0 0.1 0.0
```
Positions in Å, forces in eV/Å.

* total charge: 0
* calculated total energy: -842.7796 a.u.
* highest occupied orbital energy: -7.35 eV
* relative energy (zero: lowest compared OMol25 entry of this formula, charge and spin): 119.1 kcal/mol

---

The molecule C3H4N2O2 in a non-equilibrium geometry, computed with wB97M-V/def2-TZVPD.

Structure (XYZ):
```
11
Properties=species:S:1:pos:R:3:forces:R:3
N 0.2036 0.3399 1.7463 1.7 -2.6 1.7
C 0.1303 0.0666 0.4188 0.6 1.8 -1.0
C -0.2377 0.8819 -0.6047 -0.6 -0.6 1.1
C -0.4122 0.0097 -1.7289 0.0 1.4 -3.3
O -0.7029 0.1025 -2.9064 -0.6 1.2 0.7
O 0.0157 -1.2041 -1.4055 0.8 -2.0 0.8
N 0.5351 -1.1526 -0.1308 -0.9 -1.8 3.4
H 0.8385 -0.2110 2.3601 -0.7 0.0 -1.3
H 0.1109 1.1854 2.2472 -0.6 1.4 -0.8
H -0.5253 1.8843 -0.4261 -0.3 0.7 -0.5
H 0.0439 -1.9027 0.4301 0.9 0.6 -1.0
```
Positions in Å, forces in eV/Å.

* total charge: 0
* calculated total energy: -376.6473 a.u.
* highest occupied orbital energy: -9.03 eV
* structure (SMILES): Nc1cc(=O)o[nH]1
* relative energy (zero: lowest compared OMol25 entry of this formula, charge and spin): 73.1 kcal/mol

---

C5H9NOS as an isolated structure in a non-equilibrium geometry, computed with wB97M-V/def2-TZVPD.

Structure (XYZ):
```
17
Properties=species:S:1:pos:R:3:forces:R:3
C 1.5419 -1.7646 0.1262 -0.2 0.5 1.0
C 2.5307 -1.0956 -0.4700 -0.3 -1.5 -0.3
C 0.6077 -0.8419 0.9278 3.6 2.1 -2.2
C -1.5089 1.3381 0.0723 -1.6 -0.6 0.2
C -0.1269 0.9744 -0.5256 -1.6 -0.4 1.1
N 0.7417 0.6236 0.5688 2.6 -2.9 -0.8
O 3.7997 0.8925 0.5430 1.8 0.4 1.8
S 2.7401 0.6339 -0.3716 -4.8 0.0 -0.6
H 1.4364 -2.8955 0.2801 0.3 1.8 -0.7
H 3.2820 -1.5787 -1.0525 0.6 -0.4 -0.2
H -0.3360 -1.1722 0.8919 -3.8 -1.0 -0.2
H 0.9554 -0.8830 1.8876 0.7 -0.5 2.8
H -1.2943 1.8881 0.9728 0.0 0.1 0.6
H -1.9976 2.0698 -0.5650 -0.1 0.0 -0.4
H -2.3576 0.5640 0.3312 2.1 0.9 -0.6
H -0.2385 0.3037 -1.3854 0.4 -0.1 0.1
H 0.2972 1.8982 -0.7691 0.3 1.5 -1.4
```
Positions in Å, forces in eV/Å.

* total charge: 0
* calculated total energy: -723.9601 a.u.
* highest occupied orbital energy (spin up / spin down): -8.80 / -8.80 eV
* relative energy (zero: lowest compared OMol25 entry of this formula, charge and spin): 100.2 kcal/mol

---

A 2-piece molecular cluster, C4H12S overall, computed with wB97M-V/def2-TZVPD.

Structure (XYZ):
```
17
Properties=species:S:1:pos:R:3:forces:R:3
C 0.7905 1.1983 1.9515 0.2 -0.3 0.7
S 1.8628 1.2865 0.5148 0.1 0.2 0.1
C 2.8179 -0.2374 0.7729 0.0 0.2 -0.2
H 1.3649 1.2461 2.8839 0.0 0.1 -0.2
H 0.0918 2.0308 1.9706 0.0 0.0 -0.3
H 0.2544 0.2500 1.9727 -0.2 0.1 -0.2
H 2.6173 -0.8765 -0.0773 0.2 -0.3 0.0
H 2.4975 -0.7297 1.6838 -0.1 -0.1 0.1
H 3.8859 -0.0330 0.8534 -0.1 0.1 -0.1
C -1.4262 -0.6099 -1.0924 -0.5 0.2 0.2
C -2.6362 -0.4012 -2.0016 0.6 -0.5 -0.6
H -1.1208 0.3154 -0.6001 0.0 -0.1 0.0
H -1.6662 -1.3594 -0.3336 0.2 0.1 0.0
H -0.5892 -0.9536 -1.6816 0.3 -0.2 -0.1
H -2.9124 -1.3621 -2.4519 -0.3 0.1 0.3
H -2.3483 0.1913 -2.8736 -0.2 0.4 0.2
H -3.4838 0.0441 -1.4915 -0.1 0.0 0.0
```
Positions in Å, forces in eV/Å.

* total charge: 0
* calculated total energy: -557.7639 a.u.
* highest occupied orbital energy: -8.45 eV
* structure (SMILES): CSC.CC
* relative energy (zero: lowest compared OMol25 entry of this formula, charge and spin): 4.1 kcal/mol